(1)
Entry from the OMol25 dataset: a 11-piece molecular cluster, C40H97Br2ClN4O13P overall (ωB97M-V/def2-TZVPD).

The geometry in XYZ format:
```
158
C40H97Br2ClN4O13P (ωB97M-V/def2-TZVPD)
C 0.36 -1.21 1.83
C 0.52 -2.40 1.82
C 0.63 -3.90 1.86
C -0.12 -4.40 0.59
C -0.96 -3.36 -0.16
N 0.16 -4.34 3.20
C -1.12 -5.00 3.50
Br -1.22 -6.91 2.98
C -2.45 -4.25 3.26
C -2.36 -2.73 3.40
Br -3.47 -4.84 1.69
C 1.10 -4.65 4.07
N 1.21 -5.81 4.73
N 2.12 -3.72 4.23
O 1.63 -2.46 4.55
C 2.55 -1.74 5.38
C 3.18 -0.55 4.64
N 2.75 0.76 5.15
C 3.42 1.81 4.32
C 3.61 3.14 5.12
C 3.83 2.78 6.59
O 2.42 3.90 4.96
C 2.96 -3.76 3.00
C 2.19 -4.12 1.69
C 2.51 -5.62 1.38
C 3.00 -6.05 -0.01
C 2.27 -7.36 -0.42
Cl 4.76 -6.49 -0.02
P 2.98 -2.81 0.52
C 2.26 -2.77 -1.17
O 4.53 -3.38 0.27
H 0.43 -0.19 2.11
H -0.78 -5.26 0.75
H 0.61 -4.76 -0.14
H -1.51 -3.91 -0.92
H -0.38 -2.61 -0.69
H -1.71 -2.87 0.45
H -1.12 -5.10 4.58
H -3.11 -4.57 4.07
H -1.63 -2.48 4.18
H -3.32 -2.38 3.79
H -2.16 -2.19 2.48
H 1.14 -5.89 5.73
H 1.37 -6.65 4.17
H 3.35 -2.43 5.67
H 2.03 -1.41 6.28
H 4.27 -0.64 4.62
H 2.86 -0.62 3.58
H 1.77 0.85 4.88
H 4.38 1.45 3.95
H 2.82 2.04 3.43
H 4.48 3.69 4.76
H 4.51 1.93 6.71
H 2.87 2.59 7.07
H 4.28 3.61 7.13
H 1.68 3.30 5.04
H 3.79 -4.43 3.19
H 3.43 -2.77 2.94
H 3.18 -6.09 2.10
H 1.56 -6.16 1.54
H 2.86 -5.35 -0.83
H 2.71 -8.14 0.20
H 1.20 -7.28 -0.26
H 2.52 -7.60 -1.45
H 1.79 -3.67 -1.57
H 1.62 -1.89 -1.23
H 3.09 -2.55 -1.84
H 5.04 -2.90 0.94
C 4.72 2.19 0.54
C 3.47 1.38 0.25
O 3.14 1.45 -1.14
H 4.57 3.24 0.26
H 4.98 2.15 1.60
H 5.57 1.83 -0.04
H 2.62 1.76 0.81
H 3.63 0.32 0.52
H 3.88 1.11 -1.64
C -4.93 -1.25 -1.25
C -4.05 -1.06 -2.47
O -3.18 -2.18 -2.63
H -4.32 -1.37 -0.36
H -5.61 -0.41 -1.11
H -5.53 -2.16 -1.35
H -3.44 -0.17 -2.37
H -4.66 -0.96 -3.37
H -3.73 -2.97 -2.73
C -2.18 1.89 -5.94
C -2.42 2.63 -4.64
O -2.48 1.72 -3.55
H -2.96 1.15 -6.12
H -2.14 2.58 -6.79
H -1.23 1.34 -5.90
H -3.38 3.15 -4.68
H -1.63 3.36 -4.45
H -1.63 1.26 -3.51
C 2.39 1.95 10.37
C 1.21 1.04 10.07
O 0.88 1.08 8.68
H 2.16 2.97 10.08
H 2.64 1.93 11.43
H 3.26 1.63 9.79
H 0.33 1.36 10.62
H 1.44 0.01 10.35
H 1.66 0.79 8.19
C -4.11 5.00 -1.81
C -5.38 5.58 -2.41
O -5.73 4.89 -3.62
H -3.29 5.08 -2.52
H -3.84 5.52 -0.89
H -4.24 3.94 -1.59
H -5.24 6.63 -2.66
H -6.21 5.49 -1.71
H -5.86 3.97 -3.40
C 0.95 -0.36 -7.88
C 0.28 0.62 -8.83
O 0.29 1.94 -8.30
H 0.44 -0.35 -6.91
H 0.93 -1.37 -8.28
H 1.98 -0.07 -7.69
H -0.76 0.34 -9.00
H 0.79 0.62 -9.80
H 1.21 2.19 -8.17
C -1.18 -5.52 -5.25
C -2.62 -5.69 -4.79
O -2.72 -5.59 -3.37
H -0.55 -6.27 -4.79
H -1.11 -5.60 -6.33
H -0.80 -4.54 -4.94
H -3.00 -6.67 -5.07
H -3.26 -4.93 -5.24
H -2.40 -4.72 -3.11
C 1.79 4.08 -3.69
C 2.39 3.47 -4.94
O 1.69 2.28 -5.31
H 1.83 3.37 -2.86
H 2.33 4.98 -3.41
H 0.74 4.34 -3.85
H 3.43 3.20 -4.77
H 2.34 4.18 -5.77
H 0.77 2.51 -5.47
C -9.35 4.88 1.33
C -8.46 5.06 0.11
O -7.59 3.94 -0.06
H -8.75 4.74 2.23
H -10.01 5.74 1.47
H -9.97 3.99 1.22
H -7.83 5.94 0.23
H -9.06 5.19 -0.79
H -8.15 3.16 -0.18
C 2.00 8.91 -3.13
C 2.57 8.27 -4.38
O 1.86 7.08 -4.73
H 2.03 8.20 -2.30
H 2.55 9.81 -2.86
H 0.95 9.17 -3.28
H 3.61 7.98 -4.22
H 2.53 8.97 -5.22
H 0.94 7.33 -4.88
```

**Orbital gap**: 6.5 eV
**Total charge**: +1
**Calculated total energy**: -8728.41845 Ha
**Strongest force on any atom**: 4.00 eV/Å

***

(2)
Entry from the OMol25 dataset: a 3-piece molecular cluster, C4H15NO2 overall (ωB97M-V/def2-TZVPD).

The geometry in XYZ format:
```
22
C4H15NO2 (ωB97M-V/def2-TZVPD)
C -2.77 -1.48 -0.38
C -1.28 -1.70 0.01
C -0.33 -0.93 -0.88
C 1.14 -1.10 -0.47
N 2.03 -0.17 -1.11
H -3.41 -2.26 0.01
H -2.81 -1.49 -1.46
H -3.08 -0.48 -0.07
H -1.18 -1.33 1.04
H -1.08 -2.76 0.07
H -0.45 -1.06 -1.96
H -0.51 0.13 -0.67
H 1.52 -2.11 -0.66
H 1.17 -1.03 0.62
H 2.14 0.75 -0.70
H 2.46 -0.45 -1.96
H 2.26 1.02 1.47
H 1.57 2.44 1.46
O 2.27 1.89 1.07
H 0.38 4.52 2.09
H -0.11 3.92 0.76
O 0.06 3.67 1.71
```

**Orbital gap (alpha / beta)**: 2.6 / 9.0 eV
**<S²>**: 0.750
**Total charge**: -1
**Calculated total energy**: -366.58594 Ha
**2S+1**: 2
**Strongest force on any atom**: 1.42 eV/Å

***

(3)
Entry from the OMol25 dataset: C3H7NSi as an isolated structure (ωB97M-V/def2-TZVPD).

The geometry in XYZ format:
```
12
C3H7NSi (ωB97M-V/def2-TZVPD)
C 2.36 0.20 0.00
C -0.88 1.52 0.33
C -0.52 -1.68 0.10
N 3.48 0.24 0.21
Si -0.03 0.00 -0.58
H -1.60 1.28 1.10
H -0.20 2.23 0.63
H -1.56 1.97 -0.39
H -1.39 -2.11 0.34
H -0.05 -2.15 -0.76
H 0.14 -1.80 0.99
H 0.25 0.30 -1.97
```

**Orbital gap**: 11.1 eV
**Calculated total energy**: -462.68005 Ha
**Strongest force on any atom**: 5.24 eV/Å

***

(4)
Entry from the OMol25 dataset: C24H17FIrN6O7S as an isolated structure (ωB97M-V/def2-TZVPD).

The geometry in XYZ format:
```
57
C24H17FIrN6O7S (ωB97M-V/def2-TZVPD)
Ir 0.84 -0.34 -0.54
N 0.14 -3.65 2.25
C 0.51 -2.83 1.25
S 1.61 -1.56 1.62
N 0.06 -3.11 0.04
N 0.45 -2.33 -0.97
C 0.01 -2.67 -2.19
C 0.47 -2.06 -3.37
C -0.14 -2.40 -4.60
C 0.26 -1.83 -5.78
C 1.30 -0.89 -5.78
C 1.91 -0.52 -4.62
C 1.53 -1.09 -3.38
O 2.15 -0.72 -2.30
H 0.21 -3.28 3.21
H -0.62 -4.30 2.06
H -0.75 -3.45 -2.24
H -0.96 -3.13 -4.60
H -0.24 -2.09 -6.72
H 1.60 -0.41 -6.73
H 2.70 0.24 -4.60
O -0.03 2.37 -3.65
C 0.09 1.75 -2.59
O -0.38 0.59 -2.30
C 0.82 2.43 -1.45
C 0.63 3.82 -1.27
C 1.20 4.45 -0.20
C 2.01 3.71 0.68
C 2.63 4.29 1.81
C 3.42 3.53 2.64
C 3.63 2.18 2.37
C 3.05 1.59 1.27
C 2.21 2.32 0.43
N 1.56 1.70 -0.61
H 0.02 4.34 -2.02
H 1.03 5.52 -0.02
H 2.46 5.35 2.01
H 3.88 3.99 3.52
H 4.26 1.58 3.04
H 3.23 0.52 1.05
F -5.65 -1.63 0.99
C -4.61 -1.61 1.84
C -3.81 -0.53 1.90
N -2.78 -0.44 2.80
C -1.96 0.75 2.84
C -1.03 0.91 1.60
O -0.44 1.98 1.48
O -0.96 -0.12 0.84
C -2.45 -1.51 3.61
O -1.52 -1.50 4.41
N -3.27 -2.60 3.49
C -4.39 -2.78 2.69
O -5.06 -3.79 2.76
H -3.94 0.33 1.25
H -1.30 0.66 3.73
H -2.58 1.65 2.94
H -3.05 -3.38 4.12
```

**Orbital gap (alpha / beta)**: 6.1 / 5.9 eV
**<S²>**: 6.030
**Total charge**: -1
**Calculated total energy**: -2382.47614 Ha
**2S+1**: 5
**Strongest force on any atom**: 1.78 eV/Å

***

(5)
Entry from the OMol25 dataset: C27H24Br2NNiO4S as an isolated structure (ωB97M-V/def2-TZVPD).

The geometry in XYZ format:
```
60
C27H24Br2NNiO4S (ωB97M-V/def2-TZVPD)
Ni 0.49 -0.79 1.52
O -0.76 0.89 1.13
C -2.17 0.66 1.25
C -2.38 -0.85 1.73
O -3.56 -1.13 1.95
O -1.37 -1.61 1.83
C -2.71 1.68 2.25
C -2.74 3.02 1.88
C -3.19 4.00 2.75
C -3.62 3.66 4.02
C -3.59 2.32 4.40
C -3.14 1.34 3.53
C -2.81 0.82 -0.12
C -4.20 0.91 -0.23
C -4.79 1.07 -1.47
C -4.01 1.13 -2.62
C -2.63 1.01 -2.51
C -2.04 0.84 -1.27
H -0.53 1.81 0.97
H -2.42 3.30 0.88
H -3.20 5.04 2.43
H -3.97 4.42 4.70
H -3.93 2.04 5.39
H -3.14 0.31 3.84
H -4.81 0.84 0.66
H -5.87 1.14 -1.55
H -4.47 1.25 -3.59
H -2.01 1.02 -3.40
H -0.97 0.70 -1.19
Br -0.13 -0.58 4.16
C 1.41 0.47 4.65
Br 2.34 0.58 2.95
H 2.03 -0.08 5.35
H 1.12 1.45 4.99
O 0.04 -1.70 -0.55
N 1.90 -0.31 0.15
S 1.52 -1.36 -0.96
C 2.86 -2.61 -0.81
C 2.46 -3.92 -0.60
C 3.40 -4.93 -0.48
C 4.75 -4.63 -0.57
C 5.15 -3.31 -0.78
C 4.21 -2.30 -0.89
C 2.15 -0.54 -2.47
C 2.12 0.85 -2.59
C 2.48 1.46 -3.78
C 2.87 0.69 -4.88
C 2.88 -0.70 -4.77
C 2.50 -1.31 -3.59
H 2.69 0.31 0.03
H 1.40 -4.14 -0.52
H 3.09 -5.95 -0.30
H 5.49 -5.41 -0.47
H 6.21 -3.06 -0.84
H 4.52 -1.28 -1.04
H 1.79 1.44 -1.74
H 2.46 2.54 -3.86
H 3.16 1.17 -5.80
H 3.16 -1.31 -5.62
H 2.48 -2.39 -3.52
```

**Orbital gap (alpha / beta)**: 3.8 / 3.8 eV
**Total charge**: -1
**Calculated total energy**: -8453.37129 Ha
**Strongest force on any atom**: 3.03 eV/Å

***

(6)
Entry from the OMol25 dataset: a 2-piece molecular cluster, C2H6O2P2 overall (ωB97M-V/def2-TZVPD).

The geometry in XYZ format:
```
12
C2H6O2P2 (ωB97M-V/def2-TZVPD)
C 0.76 1.15 0.56
C 0.97 1.95 -0.70
O 1.07 1.40 1.71
O -1.26 -3.88 0.43
P -0.06 -0.44 -0.03
P -1.88 -3.12 -0.87
H 0.58 1.45 -1.60
H 0.33 2.81 -0.48
H 2.01 2.35 -0.76
H -1.13 -3.39 1.33
H -0.55 -0.77 1.19
H -0.85 0.48 -0.78
```

**Orbital gap (alpha / beta)**: 8.3 / 8.3 eV
**<S²>**: 2.004
**Calculated total energy**: -912.86566 Ha
**2S+1**: 3
**Strongest force on any atom**: 2.73 eV/Å

***

(7)
Entry from the OMol25 dataset: a 10-piece molecular cluster, C35H72BF5N3O15 overall (ωB97M-V/def2-TZVPD).

The geometry in XYZ format:
```
131
C35H72BF5N3O15 (ωB97M-V/def2-TZVPD)
C -2.40 -1.34 1.90
C -2.97 -1.11 0.87
C -3.70 -0.65 -0.34
C -3.25 0.82 -0.62
C -2.51 0.92 -1.97
C -1.22 1.71 -1.88
C -1.16 2.85 -1.09
C 0.04 3.55 -1.00
C 0.09 4.76 -0.12
O 0.92 4.92 0.72
O -0.92 5.62 -0.36
C -1.38 6.28 0.84
C -1.96 5.31 1.88
O -1.04 5.03 2.92
C -3.21 5.93 2.51
N -3.73 5.07 3.58
C 1.17 3.10 -1.71
B 2.49 4.00 -1.49
O 2.43 5.29 -1.98
O 3.58 3.52 -0.85
C 1.07 1.99 -2.52
C 2.26 1.48 -3.33
F 1.92 0.54 -4.22
F 2.80 2.48 -4.03
C 3.39 0.82 -2.41
F 3.02 0.77 -1.14
F 4.54 1.44 -2.56
F 3.57 -0.44 -2.81
N -0.13 1.34 -2.56
O -0.28 0.18 -3.33
C 0.13 -0.86 -2.60
N 0.44 -1.84 -2.10
H -1.79 -1.36 2.77
H -3.41 -1.33 -1.14
H -4.77 -0.68 -0.15
H -2.64 1.12 0.22
H -4.13 1.48 -0.62
H -3.11 1.40 -2.75
H -2.32 -0.10 -2.30
H -2.02 3.18 -0.54
H -2.19 6.93 0.52
H -0.63 6.94 1.27
H -2.21 4.33 1.45
H -1.23 5.62 3.67
H -2.89 6.87 2.99
H -3.97 6.13 1.75
H -4.75 5.05 3.56
H -3.36 4.14 3.50
H 2.67 5.91 -1.28
H 4.34 4.10 -0.97
C 2.01 -3.01 4.23
C 0.72 -3.00 3.43
O 0.51 -1.74 2.78
H 1.99 -2.22 4.98
H 2.16 -3.96 4.73
H 2.87 -2.82 3.59
H -0.14 -3.17 4.08
H 0.74 -3.79 2.67
H 1.26 -1.59 2.19
C -8.29 4.13 1.33
C -7.66 3.80 2.66
O -6.66 4.76 3.02
H -7.53 4.16 0.54
H -9.05 3.39 1.06
H -8.77 5.12 1.35
H -7.17 2.83 2.63
H -8.42 3.78 3.45
H -7.08 5.62 3.07
C 0.41 4.70 7.90
C -0.12 4.86 6.49
O -0.52 6.22 6.24
H -0.35 4.99 8.62
H 0.71 3.67 8.09
H 1.27 5.35 8.07
H -0.99 4.24 6.33
H 0.65 4.58 5.75
H 0.25 6.78 6.37
C 3.99 -2.82 -5.00
C 3.77 -2.26 -6.40
O 2.41 -2.38 -6.79
H 3.69 -3.87 -4.97
H 5.03 -2.75 -4.70
H 3.37 -2.29 -4.28
H 4.37 -2.80 -7.12
H 4.07 -1.20 -6.43
H 1.88 -1.89 -6.16
C -1.13 -4.37 -5.21
C -2.33 -3.46 -5.03
O -2.74 -3.40 -3.66
H -1.35 -5.37 -4.85
H -0.83 -4.43 -6.26
H -0.28 -4.00 -4.63
H -3.19 -3.84 -5.60
H -2.11 -2.45 -5.39
H -2.00 -3.05 -3.16
C 0.73 0.48 6.27
C -0.63 0.97 6.73
O -1.11 2.03 5.90
H 1.45 1.30 6.28
H 1.09 -0.32 6.91
H 0.68 0.11 5.24
H -0.58 1.36 7.74
H -1.36 0.15 6.71
H -1.17 1.70 5.00
C 4.84 -5.86 -8.34
C 6.35 -5.86 -8.53
O 6.74 -6.67 -9.63
H 4.48 -6.88 -8.18
H 4.55 -5.25 -7.49
H 4.34 -5.48 -9.23
H 6.84 -6.26 -7.65
H 6.71 -4.83 -8.69
H 6.32 -6.32 -10.42
C 6.39 -5.51 2.42
C 5.25 -4.52 2.57
O 4.61 -4.63 3.84
H 6.03 -6.52 2.55
H 6.87 -5.42 1.45
H 7.15 -5.33 3.19
H 4.49 -4.71 1.81
H 5.61 -3.49 2.44
H 5.27 -4.46 4.51
C -2.16 -5.25 -0.39
C -3.56 -4.82 -0.01
O -4.01 -3.74 -0.82
H -1.47 -4.41 -0.28
H -1.81 -6.07 0.24
H -2.12 -5.57 -1.43
H -3.59 -4.48 1.02
H -4.26 -5.66 -0.12
H -4.00 -4.03 -1.73
```

**Orbital gap**: 5.9 eV
**Total charge**: +1
**Calculated total energy**: -3193.43395 Ha
**Strongest force on any atom**: 1.27 eV/Å

***

(8)
Entry from the OMol25 dataset: one molecule with the formula C6H6BrF3N2O (ωB97M-V/def2-TZVPD).

The geometry in XYZ format:
```
19
C6H6BrF3N2O (ωB97M-V/def2-TZVPD)
C 1.40 -0.95 0.23
C 2.44 -0.01 -0.16
C 1.82 1.19 -0.34
C -0.40 2.10 0.11
C -1.06 -1.04 0.69
C -2.11 -1.03 -0.44
N 0.21 -0.41 0.20
N 0.45 0.96 -0.13
O -0.79 -2.39 0.95
F -2.73 -2.16 -0.62
F -1.62 -0.56 -1.61
F -3.12 -0.11 -0.09
Br 4.23 -0.36 -0.35
H 1.49 -2.02 -0.02
H 0.13 2.54 0.82
H -0.54 2.73 -0.81
H -1.42 1.85 0.27
H 2.15 2.20 -0.55
H -0.49 -2.53 1.86
```

**Orbital gap (alpha / beta)**: 7.7 / 7.7 eV
**Calculated total energy**: -3290.45729 Ha
**Strongest force on any atom**: 4.86 eV/Å